# 1
ORCA calculation (ωB97M-V/def2-TZVPD) on a structure of composition C20H26BrIN3O6Ti at a distorted geometry.

Each line ends with the Mulliken spin population.
Positions of all 58 atoms, in Å:
Ti -8.2072 -18.0424 -2.5014  0.960
C -10.7235 -19.5904 -1.9314  0.006
C -10.8495 -18.3264 -1.0605  0.000
O -9.5301 -17.7676 -0.8191  0.007
C -9.4417 -16.4560 -0.2057  0.025
C -9.4895 -15.4252 -1.3308  -0.008
O -8.5554 -15.9611 -2.3005  0.009
C -8.5145 -15.0119 -3.4045  -0.001
C -7.7217 -15.6464 -4.5628  0.003
O -8.1156 -17.0641 -4.4995  0.007
C -7.6852 -17.8609 -5.6159  0.003
C -6.7589 -18.8897 -5.0682  -0.001
O -7.4453 -19.5051 -3.9242  0.004
C -8.3126 -20.6566 -4.1762  -0.001
C -9.7443 -20.1577 -4.1465  0.006
O -9.8063 -19.2885 -3.0084  -0.002
H -11.6941 -19.9269 -2.3179  0.001
H -10.2686 -20.3842 -1.2986  0.000
H -11.2712 -18.5876 -0.1019  0.001
H -11.4947 -17.6135 -1.5632  -0.003
H -8.4752 -16.3997 0.2516  -0.004
H -10.2536 -16.3671 0.4625  0.002
H -10.4520 -15.2978 -1.8250  -0.003
H -9.1541 -14.4257 -0.9838  0.000
H -7.9420 -14.0967 -3.0457  0.000
H -9.5195 -14.7480 -3.6664  0.000
H -6.6288 -15.5465 -4.3866  0.001
H -8.0232 -15.1730 -5.5315  0.000
H -7.1343 -17.2421 -6.2974  0.000
H -8.5343 -18.1895 -6.1724  -0.001
H -5.9000 -18.3983 -4.5930  0.001
H -6.4272 -19.6566 -5.7948  -0.001
H -8.1080 -21.3162 -3.2990  -0.001
H -8.0206 -21.1952 -5.0940  -0.001
H -10.4481 -20.9672 -4.0536  0.000
H -10.0805 -19.6168 -5.0016  -0.002
N -6.9579 -20.2026 0.8864  -0.001
C -6.8132 -19.4738 -0.1944  -0.011
O -7.6445 -19.6337 -1.1983  -0.010
C -5.7592 -18.6058 -0.2802  0.011
C -5.8332 -17.8351 -1.4094  -0.019
N -6.0886 -17.2454 -2.3973  0.020
C -4.7248 -18.6876 0.7019  0.002
N -4.0186 -18.9463 1.5610  -0.001
H -7.7404 -20.8625 0.9246  0.000
H -6.2017 -20.3344 1.5487  0.000
Br -3.5488 -12.9398 -0.6945  0.000
C -4.7172 -11.7809 0.2194  0.000
C -4.3304 -10.5010 0.5228  0.000
C -5.2703 -9.6606 1.1286  0.000
C -6.4961 -10.1009 1.5181  0.000
C -6.8220 -11.4684 1.3303  0.000
C -5.9531 -12.2892 0.6515  0.000
I -6.5896 -14.2646 0.2344  0.000
H -3.3600 -10.1113 0.1869  0.000
H -5.0315 -8.6250 1.2132  0.000
H -7.3003 -9.5072 1.9256  0.000
H -7.8218 -11.7814 1.5888  0.000

**2S+1**: 2
**Gap between HOMO and LUMO (alpha / beta)**: 6.265 / 6.747 eV
**Energy**: -5114.07053 Eh
**F_max**: 2.49 eV/Å
**LUMO energy (alpha / beta)**: -6.8 / -6.3 eV
**Energy above the lowest of the compared OMol25 structures with the same formula, charge and spin**: 0.0 kcal per mole
**Net charge**: +2

***

# 2
ORCA calculation (ωB97M-V/def2-TZVPD) on a structure of composition C20H26BrN3O3Tc at a distorted geometry.

Each line ends with the Mulliken spin population.
Positions of all 54 atoms, in Å:
Tc 0.1399 0.0613 -0.3560  1.961
C -2.8109 0.5195 -1.7686  0.003
O -1.7687 0.9183 -0.8785  0.012
C -1.7300 2.3398 -0.6554  0.004
C -0.8963 2.6657 0.5859  -0.003
O 0.3172 1.9259 0.4975  0.006
C 1.2893 2.0569 1.5277  0.002
C 2.4789 1.1797 1.1242  0.002
O 2.0076 -0.1193 0.7085  -0.007
C 3.0597 -1.0735 0.5780  0.004
H -2.5989 0.8213 -2.8000  0.004
H -3.7626 0.9688 -1.4747  -0.001
H -2.8990 -0.5642 -1.7217  -0.001
H -2.7459 2.7274 -0.5128  0.000
H -1.3097 2.8265 -1.5455  0.000
H -1.4295 2.3930 1.5079  -0.002
H -0.6958 3.7450 0.6088  0.000
H 0.8590 1.7237 2.4824  -0.003
H 1.6027 3.1026 1.6364  0.001
H 3.1561 1.0654 1.9800  0.000
H 3.0407 1.6315 0.2959  0.002
H 3.6272 -1.1399 1.5088  0.000
H 3.7381 -0.8030 -0.2345  0.003
H 2.6066 -2.0408 0.3692  0.000
Br -1.3878 -0.9907 7.3850  0.487
C -1.2377 -0.9065 5.4949  0.139
C 0.0133 -0.6376 4.9074  0.123
C 0.1505 -0.6434 3.5364  -0.041
C -0.9465 -0.9380 2.7049  0.168
C -2.2078 -1.1388 3.3012  -0.053
C -2.3576 -1.1227 4.6707  0.114
N -0.7491 -1.1698 1.3266  0.020
C -1.1270 -2.3311 0.8943  -0.001
C -0.8444 -2.7419 -0.4494  0.014
C -1.1727 -4.0232 -0.9064  0.006
C -0.8629 -4.3855 -2.2125  -0.004
C -0.2816 -3.4271 -3.0314  0.009
C 0.0277 -2.1760 -2.5036  -0.010
N -0.2076 -1.8290 -1.2375  -0.038
H 0.8689 -0.4662 5.5442  0.002
H 1.1334 -0.5116 3.1130  -0.002
H -3.0780 -1.3231 2.6874  -0.001
H -3.3286 -1.3108 5.1083  0.001
H -1.6086 -3.0540 1.5530  -0.001
H -1.6880 -4.7075 -0.2477  0.000
H -1.0801 -5.3769 -2.5864  0.000
H -0.0683 -3.6320 -4.0727  0.000
H 0.4926 -1.4385 -3.1428  0.001
C 2.4132 1.6862 -3.9637  -0.007
C 1.6841 1.1924 -2.8825  0.157
N 1.0778 0.7820 -1.9792  -0.090
H 2.8618 2.6626 -3.7398  0.006
H 1.7742 1.8141 -4.8457  0.007
H 3.2263 1.0029 -4.2412  0.007

**2S+1**: 4
**Gap between HOMO and LUMO (alpha / beta)**: 8.390 / 5.791 eV
**Energy**: -3820.92566 Eh
**F_max**: 2.64 eV/Å
**LUMO energy (alpha / beta)**: -12.9 / -15.4 eV
**Energy above the lowest of the compared OMol25 structures with the same formula, charge and spin**: 15.0 kcal per mole
**Net charge**: +4

***

# 3
ORCA calculation (ωB97M-V/def2-TZVPD) on a structure of composition C20H26CoIN7Sb.

Each line ends with the Mulliken spin population.
Positions of all 56 atoms, in Å:
Co -0.0836 -0.6701 -0.3996  1.116
I -3.6069 -5.2080 1.7610  0.000
C -1.9946 -4.0284 1.2604  0.001
C -0.6677 -4.2671 1.5341  -0.002
N 0.0242 -3.2323 1.0293  -0.002
N -0.7865 -2.3352 0.4359  0.006
C -2.0176 -2.8070 0.5765  -0.003
H -0.1818 -5.0868 2.0350  0.000
H 1.0185 -3.0803 1.0214  -0.001
H -2.8521 -2.2580 0.1734  -0.003
C -0.5838 2.3564 -2.9864  -0.001
Sb 0.7359 1.3062 -1.7188  -0.021
C 2.3760 0.8854 -3.0032  -0.008
C 1.5431 2.8693 -0.5177  -0.009
H -0.0502 3.1568 -3.4948  0.000
H -1.3917 2.7650 -2.3828  0.000
H -1.0073 1.6620 -3.7082  0.001
H 2.7120 1.8014 -3.4859  -0.001
H 2.0635 0.1724 -3.7637  0.001
H 3.1929 0.4557 -2.4261  0.000
H 1.8565 3.6986 -1.1495  -0.001
H 2.4083 2.5003 0.0329  0.001
H 0.7870 3.2159 0.1845  0.000
C 4.8403 -1.4477 3.5960  0.000
C 4.6441 0.0187 3.9635  0.000
C 3.6750 0.1830 5.1298  0.000
C 4.2326 0.8598 2.7541  0.000
N 2.9526 0.4344 2.1727  -0.001
C 1.6948 0.7499 2.5290  0.005
N 0.8760 0.0661 1.7685  -0.001
N 1.6612 -0.6479 0.9463  -0.009
N 2.9084 -0.4438 1.1777  -0.002
H 5.2142 -2.0024 4.4557  0.000
H 5.5511 -1.5686 2.7779  0.000
H 3.8972 -1.9109 3.2958  0.000
H 5.6113 0.4350 4.2599  0.000
H 2.7066 -0.2765 4.9141  0.000
H 3.5143 1.2337 5.3804  0.000
H 4.0671 -0.3109 6.0178  0.000
H 4.9629 0.7850 1.9509  0.000
H 4.1178 1.9081 3.0289  0.000
H 1.4304 1.4657 3.2877  0.000
N -8.5513 1.2453 -5.0807  0.000
C -7.5686 1.0219 -4.5295  0.000
C -6.3382 0.7423 -3.8398  -0.001
C -5.8833 1.6112 -2.8510  0.000
C -4.6996 1.3420 -2.1905  0.000
C -3.9556 0.2026 -2.5041  -0.006
C -4.4225 -0.6642 -3.4961  -0.001
C -5.6037 -0.3973 -4.1606  0.000
C -2.7228 -0.0733 -1.8236  -0.033
C -1.6854 -0.3231 -1.2454  -0.025
H -6.4606 2.4920 -2.6059  0.000
H -4.3479 2.0125 -1.4176  0.000
H -3.8481 -1.5474 -3.7407  0.000
H -5.9644 -1.0673 -4.9289  0.000

**2S+1**: 2
**Gap between HOMO and LUMO (alpha / beta)**: 7.858 / 8.042 eV
**Energy**: -3081.36759 Eh
**F_max**: 0.68 eV/Å
**LUMO energy (alpha / beta)**: -2.8 / -2.6 eV
**Energy above the lowest of the compared OMol25 structures with the same formula, charge and spin**: 3.5 kcal per mole
**Net charge**: +1

***

# 4
ORCA calculation (ωB97M-V/def2-TZVPD) on a cluster of 3 separate species, C20H26F2NO3S in total.

Each line ends with the Mulliken charge.
Positions of all 53 atoms, in Å:
O -3.8571 0.0625 -0.9989  -0.628
S -2.5499 -0.4485 -1.1770  1.135
O -2.2206 -1.8090 -0.8363  -0.556
O -2.2366 -0.2487 -2.7276  -0.485
C -1.3711 0.5874 -0.3621  -0.759
C 0.0819 0.1814 -0.6525  -0.624
C 0.5708 -0.8317 0.3926  -0.433
C 1.5794 -1.8687 -0.1130  -1.180
C 0.8574 -3.0592 -0.7398  0.387
C 0.8173 -3.1575 -2.2709  -0.425
C 0.3749 -4.6263 -2.4270  -0.658
C 1.2393 -5.2405 -1.3813  -0.154
N 1.4907 -4.3867 -0.4639  -0.017
H -1.3613 -0.6069 -2.9378  0.349
H -1.6171 1.6260 -0.5768  0.250
H -1.5667 0.4144 0.6996  0.439
H 0.1647 -0.2076 -1.6720  0.336
H 0.6928 1.0836 -0.6383  0.476
H -0.2956 -1.3719 0.7788  0.548
H 0.9944 -0.2799 1.2307  0.083
H 2.2464 -1.4183 -0.8521  0.390
H 2.1860 -2.2031 0.7329  0.340
H -0.1790 -3.1142 -0.3852  0.232
H 1.8494 -3.0816 -2.6232  0.377
H 0.1791 -2.4256 -2.7531  0.094
H -0.6452 -4.7162 -2.0194  0.311
H 0.4168 -5.0945 -3.4044  0.397
H 1.6422 -6.2464 -1.3654  0.467
H 2.0495 -4.5891 0.3581  0.307
F 2.1162 0.6766 2.8104  -0.347
C 1.8306 0.2163 4.0564  0.521
C 1.3057 1.0949 4.9796  -0.613
C 1.0104 0.6128 6.2470  -0.304
C 1.2449 -0.7176 6.5670  -0.572
C 1.7777 -1.5755 5.6159  -0.338
C 2.0751 -1.1103 4.3418  -0.259
H 1.1378 2.1281 4.7087  0.429
H 0.5962 1.2833 6.9877  0.368
H 1.0159 -1.0838 7.5582  0.388
H 1.9694 -2.6104 5.8662  0.359
H 2.4993 -1.7575 3.5854  0.363
F 0.2668 3.3542 -1.9611  -0.328
C -0.7121 4.1845 -2.4094  0.434
C -1.1723 4.0263 -3.6993  -0.436
C -2.1785 4.8722 -4.1445  -0.340
C -2.6969 5.8491 -3.3059  -0.564
C -2.2097 5.9829 -2.0134  -0.316
C -1.2059 5.1432 -1.5504  -0.413
H -0.7482 3.2618 -4.3361  0.417
H -2.5572 4.7658 -5.1521  0.368
H -3.4792 6.5061 -3.6600  0.387
H -2.6093 6.7459 -1.3591  0.368
H -0.8097 5.2281 -0.5476  0.429

**Gap between HOMO and LUMO**: 6.868 eV
**Energy**: -1655.84013 Eh
**F_max**: 0.48 eV/Å
**LUMO energy**: -4.3 eV
**Net charge**: +1